DFT (ωB97M-V/def2-TZVPD) results for a cluster of 2 separate species, CH3O4S in total at a distorted geometry.

Calculated values
Energy relative to the best compared isomer or geometry (same formula, charge and spin), eV: 1.322
Net charge: -1
Frontier orbital gap, eV: 8.101
E_tot, eV: -20111.304
Strongest force on any atom, eV/Å: 2.65

Element x y z (Å)
H -1.13 1.01 -0.25
O 1.32 -1.13 2.07
S 2.75 -0.94 1.68
H 0.04 -0.45 -0.78
O 2.33 0.50 0.68
H 1.39 0.43 0.93
O 3.17 -1.97 0.75
C -1.02 -0.12 -0.48
O -1.99 -0.80 -0.44